(1)
# C32H83N9O12

A 7-piece molecular cluster, C32H83N9O12 overall at a distorted geometry (ωB97M-V/def2-TZVPD, the Open Molecules 2025 dataset).

Structure (XYZ):
```
136
C32H83N9O12 | the Open Molecules 2025 dataset | ωB97M-V/def2-TZVPD
C -5.06 4.58 -1.55
O -4.72 3.38 -0.78
C -5.54 3.26 0.37
C -4.94 2.14 1.23
N -5.03 0.82 0.51
C -4.10 -0.15 1.08
C -4.52 -0.79 2.37
O -5.81 -1.28 2.30
C -6.40 -1.78 3.51
H -6.16 4.55 -1.58
H -4.75 4.35 -2.60
H -4.62 5.46 -1.07
H -6.55 3.08 0.06
H -5.61 4.17 0.94
H -5.52 1.97 2.17
H -3.91 2.45 1.49
H -4.85 1.00 -0.47
H -3.05 0.17 1.14
H -4.16 -0.96 0.33
H -4.42 -0.03 3.17
H -3.84 -1.64 2.61
H -6.12 -1.05 4.32
H -6.12 -2.84 3.84
H -7.44 -1.84 3.34
C -2.09 4.98 3.08
O -1.82 3.60 3.24
C -0.66 3.11 2.56
C -0.35 1.78 3.21
N -0.37 1.94 4.70
C -0.21 0.71 5.47
C -0.60 1.05 6.95
O -1.93 1.52 6.93
C -2.09 2.63 7.83
H -2.87 5.12 3.78
H -2.45 5.35 2.10
H -1.33 5.66 3.45
H 0.19 3.79 2.67
H -0.85 2.94 1.46
H 0.68 1.39 2.94
H -1.00 1.04 2.80
H -1.24 2.35 4.97
H 0.82 0.47 5.57
H -0.88 -0.11 5.12
H 0.08 1.81 7.41
H -0.60 0.12 7.54
H -2.02 2.18 8.87
H -3.00 3.15 7.63
H -1.26 3.30 7.76
C 1.01 -1.00 -5.42
O 0.29 0.25 -5.19
C 0.36 1.25 -6.24
C 0.09 2.57 -5.65
N 1.18 2.98 -4.79
C 1.07 4.36 -4.25
C 0.31 4.59 -2.94
O -1.03 4.24 -3.20
C -1.89 4.54 -2.16
H 0.75 -1.64 -4.57
H 2.07 -0.77 -5.46
H 0.65 -1.47 -6.36
H -0.38 1.04 -6.98
H 1.36 1.21 -6.70
H -0.82 2.60 -5.08
H 0.00 3.33 -6.43
H 1.37 2.35 -4.00
H 0.50 4.99 -4.96
H 2.03 4.90 -4.06
H 0.40 5.70 -2.66
H 0.66 3.88 -2.18
H -1.96 5.64 -2.00
H -1.43 4.11 -1.22
H -2.86 4.04 -2.35
C 4.47 -2.78 3.14
O 3.68 -2.79 1.91
C 2.79 -1.61 1.94
C 1.85 -1.72 0.76
N 0.65 -2.57 1.06
C -0.30 -2.53 -0.06
C -1.54 -3.41 0.12
O -1.25 -4.81 0.07
C -2.38 -5.61 0.30
H 4.92 -1.80 3.22
H 5.26 -3.52 3.00
H 3.89 -3.06 4.05
H 3.40 -0.77 1.65
H 2.31 -1.34 2.88
H 2.40 -2.10 -0.15
H 1.54 -0.71 0.46
H 1.02 -3.52 1.15
H 0.21 -2.79 -0.98
H -0.68 -1.50 -0.13
H -2.36 -3.18 -0.59
H -1.97 -3.18 1.12
H -3.15 -5.18 -0.35
H -2.84 -5.55 1.28
H -2.15 -6.65 0.08
C 1.69 -5.63 -1.75
O 2.85 -5.82 -2.47
C 3.71 -6.59 -1.64
C 5.09 -6.70 -2.33
N 5.67 -5.44 -2.79
C 5.73 -4.29 -1.87
C 5.52 -3.08 -2.70
O 5.26 -2.04 -1.76
C 5.22 -0.81 -2.46
H 1.44 -6.42 -1.04
H 0.88 -5.61 -2.44
H 1.73 -4.65 -1.24
H 3.33 -7.60 -1.44
H 3.79 -6.04 -0.70
H 4.98 -7.32 -3.20
H 5.81 -7.29 -1.71
H 5.22 -5.17 -3.61
H 6.69 -4.33 -1.32
H 4.88 -4.22 -1.19
H 4.59 -3.23 -3.27
H 6.31 -2.88 -3.45
H 4.38 -0.75 -3.18
H 6.16 -0.64 -3.04
H 5.08 -0.02 -1.71
N 4.31 2.74 -0.42
C 3.13 2.11 -0.53
N 2.49 1.76 0.59
O 2.71 1.76 -1.62
H 4.78 2.80 -1.29
H 4.81 2.84 0.42
H 1.56 1.51 0.34
H 2.65 2.10 1.51
N 0.12 0.75 -2.19
C -0.63 1.10 -1.11
N -2.04 1.26 -1.29
O -0.15 1.26 0.02
H 1.14 0.65 -2.08
H -0.25 0.82 -3.10
H -2.50 1.82 -0.61
H -2.56 1.36 -2.17
```

Output
HOMO-LUMO gap	9.032	eV
E_tot	-2664.49691	Ha
M	786.07	g mol⁻¹
SMILES	COCCNCCOC.COCCNCCOC.COCCNCCOC.COCCNCCOC.COCCNCCOC.NC(N)=O.NC(N)=O
net charge	0

(2)
# CH14O7

A 7-piece molecular cluster, CH14O7 overall at a distorted geometry (ωB97M-V/def2-TZVPD, the Open Molecules 2025 dataset).

Structure (XYZ):
```
22
CH14O7 | the Open Molecules 2025 dataset | ωB97M-V/def2-TZVPD
O 0.73 1.63 -0.44
C 1.80 0.84 -0.04
H 1.56 -0.22 0.13
H 2.62 0.88 -0.77
H -0.08 -1.08 -2.05
H 1.10 -1.27 -3.09
O 0.74 -1.58 -2.24
H -2.56 0.96 0.27
H -0.14 0.94 2.61
O -1.97 1.74 0.31
H 1.25 -2.17 2.42
H 0.47 -0.87 2.01
O 0.58 -1.84 1.82
H -1.52 -0.49 -0.43
H -1.11 -1.13 0.87
O -1.90 -0.94 0.37
H -1.22 1.32 0.75
H 2.19 1.15 0.94
O -0.05 0.47 1.76
H 0.18 0.99 -1.00
H -1.69 0.41 -2.41
O -0.97 0.26 -1.77
```

Output
HOMO-LUMO gap	4.343	eV
E_tot	-572.83858	Ha
M	138.12	g mol⁻¹
net charge	0

(3)
# C7H12Li4N2O9

C7H12Li4N2O9 as an isolated structure at a distorted geometry (ωB97M-V/def2-TZVPD, the Open Molecules 2025 dataset).

Structure (XYZ):
```
34
C7H12Li4N2O9 | the Open Molecules 2025 dataset | ωB97M-V/def2-TZVPD
Li -0.17 -9.58 -7.79
Li -0.63 -6.98 -8.24
Li -3.73 -8.76 -7.83
Li -1.87 -9.10 -10.40
C -3.56 -5.58 -11.90
C -3.69 -4.87 -13.01
C -3.52 -5.44 -14.41
O -3.55 -4.76 -15.53
C -3.24 -6.81 -14.58
C -2.91 -7.61 -13.46
C -3.20 -6.96 -11.97
O -3.21 -7.75 -11.01
O -2.40 -8.74 -13.50
O -3.96 -3.64 -12.76
H -3.70 -5.29 -10.87
H -3.10 -7.23 -15.56
O 0.93 -7.95 -7.78
H 1.65 -8.60 -7.90
O -1.85 -8.58 -8.48
H -2.30 -8.06 -9.18
O -4.27 -6.96 -8.44
H -4.11 -7.06 -9.38
H -4.83 -6.19 -8.37
O -1.27 -5.57 -9.56
H -1.96 -5.91 -10.13
H -0.95 -4.79 -10.00
C 0.49 -7.73 -11.95
O -0.13 -8.39 -11.09
N 1.56 -7.05 -11.75
N 0.02 -7.55 -13.09
H 2.03 -6.64 -12.55
H 1.82 -6.83 -10.81
H 0.46 -6.93 -13.76
H -0.78 -8.09 -13.38
```

Output
HOMO-LUMO gap (alpha / beta)	3.020 / 6.118	eV
E_tot	-1090.96900	Ha
expectation value of S²	0.750
M	295.94	g mol⁻¹
2S+1	2
net charge	-1

(4)
# C22H29N3O5

One molecule with the formula C22H29N3O5 at a distorted geometry (ωB97M-V/def2-TZVPD, the Open Molecules 2025 dataset).

Structure (XYZ):
```
59
C22H29N3O5 | the Open Molecules 2025 dataset | ωB97M-V/def2-TZVPD
C 2.48 -4.03 1.91
C 1.41 -3.19 2.58
O 0.87 -2.29 1.61
C -0.06 -1.43 2.07
O -0.42 -1.42 3.23
C -0.57 -0.51 1.06
C -0.40 -0.58 -0.28
C 0.37 -1.64 -1.04
N -0.10 -1.70 -2.41
C -1.34 -2.45 -2.52
C -1.94 -2.29 -3.91
C -3.26 -3.04 -4.02
C -0.93 -2.78 -4.95
C 0.40 -2.04 -4.78
C 1.45 -2.55 -5.77
C 0.89 -2.22 -3.34
N -0.97 0.36 -1.09
C -2.00 1.20 -0.70
O -2.64 1.83 -1.51
N -2.25 1.19 0.63
C -1.35 0.67 1.63
C -0.37 1.71 2.15
C -0.01 1.70 3.49
C 0.91 2.61 4.00
C 1.45 3.52 3.13
C 1.09 3.53 1.78
C 0.19 2.64 1.26
O 1.77 4.53 1.14
C 2.57 5.16 2.13
O 2.36 4.51 3.37
H 3.27 -3.38 1.52
H 2.92 -4.71 2.63
H 2.06 -4.60 1.09
H 0.60 -3.82 2.97
H 1.82 -2.61 3.42
H 1.42 -1.35 -1.03
H 0.29 -2.60 -0.52
H -2.04 -2.07 -1.76
H -1.17 -3.53 -2.31
H -2.12 -1.22 -4.08
H -3.12 -4.10 -3.84
H -3.69 -2.91 -5.02
H -3.98 -2.66 -3.29
H -1.32 -2.61 -5.95
H -0.77 -3.85 -4.82
H 0.24 -0.98 -4.95
H 1.10 -2.41 -6.79
H 2.38 -2.01 -5.65
H 1.64 -3.61 -5.61
H 1.82 -1.66 -3.20
H 1.11 -3.29 -3.15
H -0.84 0.20 -2.09
H -2.95 1.85 0.94
H -1.94 0.30 2.48
H -0.44 0.96 4.14
H 1.19 2.60 5.04
H -0.08 2.67 0.22
H 2.28 6.22 2.21
H 3.63 5.09 1.84
```

Output
HOMO-LUMO gap	8.620	eV
E_tot	-1396.24287	Ha
M	415.49	g mol⁻¹
SMILES	CCOC(=O)C1=C(CN2C[C@H](C)C[C@H](C)C2)NC(=O)N[C@@H]1c1ccc2c(c1)OCO2
net charge	0